{"formula": "CH11NO4", "method": "ωB97M-V with the def2-TZVPD basis set", "gap_ev": [6.752, 7.145], "charge": 1, "de_lowest_kj_mol": 549.32, "s2": 1.764, "multiplicity": 2, "symbols": ["C", "N", "H", "H", "H", "H", "H", "O", "H", "H", "O", "H", "H", "O", "H", "H", "O"], "xyz": [[-0.098757, 0.783864, -1.420291], [0.190355, -0.667998, -1.315842], [0.136900, 1.256105, -0.447809], [0.676775, 1.118150, -2.097926], [-1.083072, 1.155258, -1.781313], [-0.559230, -1.208509, -0.961210], [-3.155949, -0.584761, -0.613610], [-2.302534, -1.055957, -0.336948], [-0.715336, 0.336656, 1.520204], [-1.769801, 0.315245, 0.421326], [-1.357854, 0.910266, 1.120075], [3.347441, 0.540295, -0.239049], [1.129296, -0.725452, -0.791510], [2.413432, 0.408210, -0.017846], [1.773952, 0.108650, 1.078062], [1.236073, -0.624800, 2.532959], [1.027332, -0.476774, 1.623783]], "atomic_forces_ev_per_a": [[0.4, -0.9, -1.3], [1.6, 3.8, 2.0], [-0.2, -0.3, 0.0], [0.3, 0.5, -0.3], [0.6, -1.0, 0.3], [-1.2, -1.4, -0.1], [1.1, -0.9, 0.5], [-1.7, 0.5, -0.5], [0.8, -0.6, 0.7], [0.6, 1.1, 1.2], [-1.5, -0.2, -1.4], [0.5, -0.1, 0.3], [-1.2, -0.6, -1.4], [0.3, 0.4, -1.2], [-1.7, -1.1, 2.4], [0.6, -0.1, 1.0], [0.7, 0.9, -2.2]], "mulliken_spin": [0.02, 0.87, 0.08, 0.03, 0.00, -0.01, -0.02, 0.96, 0.00, -0.03, 0.11, 0.02, -0.01, -0.84, 0.01, 0.01, -0.19]}